1.
Molecular formula: C8H32O10
Method: DFT, wB97M-V/def2-TZVPD

Summary:
HOMO-LUMO gap (eV): 9.2
Molecular weight (g mol⁻¹): 288.33
Structure (SMILES): C=C/C=C/CC(=C)C.O.O.O.O.O.O.O.O.O.O
Net charge: 0
ΔE to the lowest compared entry with this formula, charge and spin (kcal/mol): 64.9
HOMO level (eV): -9.182

Geometry as XYZ:
```
50
Properties=species:S:1:pos:R:3:forces:R:3
C -0.8007 -2.8530 -0.6762 0.9 0.7 0.8
C -1.3847 -1.5929 -0.0814 -0.1 -1.0 -1.1
C -2.6993 -1.4071 -0.1416 0.5 -1.2 -0.2
C -0.3244 -0.7218 0.5525 -0.5 -0.7 0.5
C -0.1825 0.6883 -0.0246 -0.6 -1.7 2.7
C -0.2856 1.5941 0.9580 -0.7 1.9 -2.0
C -0.2117 3.0759 0.7596 2.0 -0.3 0.9
C 0.6385 3.7114 1.5960 -1.9 1.0 -0.9
H 0.0617 -2.5371 -1.2288 0.5 0.3 -0.5
H -0.3257 -3.3946 0.1518 -0.5 -0.7 -0.2
H -1.3783 -3.3976 -1.4049 -0.7 -0.5 0.4
H -3.1593 -0.5478 0.2252 -0.7 1.3 0.7
H -3.3355 -2.2488 -0.4256 0.1 0.4 -0.3
H -0.6218 -0.6817 1.6445 0.7 0.3 -1.1
H 0.6015 -1.3241 0.5138 -0.2 0.5 0.0
H -0.0583 0.7367 -1.0987 0.0 0.9 0.4
H -0.4965 1.3361 1.9896 0.3 -0.5 -0.1
H -0.6430 3.5697 -0.1119 0.2 -0.2 0.1
H 0.9790 3.3109 2.5169 0.5 -0.9 0.4
H 0.8145 4.7747 1.5380 0.1 0.2 -0.3
H -3.8493 1.2258 -0.8913 -0.1 -0.4 0.7
H -3.8719 2.6774 -0.1828 -0.1 -0.7 0.2
O -3.8072 2.1714 -0.9988 0.2 1.0 -0.8
H 2.2399 -2.3994 -1.4030 -0.2 -0.5 -0.4
H 2.2846 -0.9177 -1.4228 -0.2 0.0 -0.2
O 2.6596 -1.6707 -0.9579 0.5 0.5 0.5
H -3.3228 -1.5278 2.4905 -1.5 -0.4 -0.3
H -2.1729 -0.8626 2.7834 -1.3 1.5 0.4
O -3.1550 -0.6308 2.7849 2.6 -1.1 0.1
H -2.1828 2.2717 -1.7582 1.1 -0.9 -0.9
H -1.8641 3.1947 -2.7708 1.0 -0.9 -0.7
O -1.5081 2.3027 -2.5223 -2.1 1.7 1.4
H 0.3999 -1.0579 -3.7395 -0.2 0.3 -0.1
H 0.3137 -0.0556 -2.5872 -0.4 0.4 -0.4
O 0.7055 -0.8835 -2.8460 0.6 -0.5 0.2
H -2.2148 -0.9620 -3.8664 -0.5 0.0 0.8
H -1.9682 0.6131 -3.6255 -0.5 1.2 1.6
O -1.8690 -0.1339 -4.1713 1.0 -1.1 -2.4
H 2.4287 -0.3854 3.1424 0.0 0.4 0.5
H 2.4464 -0.5727 1.6789 -0.2 0.0 -0.8
O 2.8741 -0.8918 2.4655 0.4 -0.1 0.2
H 4.1713 0.2201 -1.5359 0.1 0.1 0.0
H 4.0615 1.7298 -1.8374 -0.5 0.5 0.2
O 4.6044 0.9646 -1.9724 0.4 -0.7 -0.2
H 0.9738 1.4058 4.6554 -0.2 0.3 0.5
H 1.0373 -0.1501 4.7289 -0.4 -0.3 0.7
O 1.2841 0.6165 4.2297 0.5 0.0 -1.0
H 2.9945 -2.7257 2.0611 -0.2 0.2 0.1
H 2.7955 -3.4016 0.7213 0.1 0.1 -0.3
O 2.5659 -3.4842 1.6442 -0.1 -0.5 0.2
```
Positions in Å, forces in eV/Å.

Atomic partial charges in e from the Löwdin method, atoms 1 to 6:
1 C -0.056
2 C -0.347
3 C 0.024
4 C -0.164
5 C -0.047
6 C -0.120


2.
Molecular formula: C4H37NO15
Method: DFT, wB97M-V/def2-TZVPD

Summary:
HOMO-LUMO gap (spin up / spin down) (eV): 2.3 / 8.3
Molecular weight (g mol⁻¹): 339.33
Spin multiplicity: 2
Net charge: -1
ΔE to the lowest compared entry with this formula, charge and spin (kcal/mol): 57.9
HOMO level (spin up / spin down) (eV): -0.187 / -6.250

Geometry as XYZ:
```
57
Properties=species:S:1:pos:R:3:forces:R:3
C 2.2923 -1.2820 -0.0553 1.3 -0.4 1.3
C 1.3169 -0.4662 0.8472 3.8 1.5 -0.6
N 0.1904 0.0142 0.0899 -2.5 -0.8 -0.3
C 0.1165 1.4843 -0.1148 3.2 -0.8 3.5
C -1.1468 2.0095 -0.6848 0.4 0.6 -1.1
O -1.7510 2.9880 -0.3075 0.0 -0.3 0.4
H 1.8283 -2.2317 -0.3642 0.1 0.6 -0.6
H 3.1210 -1.6319 0.6103 -0.5 0.2 -0.2
H 2.9095 -0.7285 -0.8230 -1.2 -0.7 0.5
H 1.9920 0.3784 1.2575 -1.3 -0.7 -0.7
H 1.1801 -1.0473 1.7488 -0.9 0.0 -0.4
H -0.6964 -0.4359 0.4553 1.2 1.1 -0.6
H 0.2751 1.9069 0.9739 -0.6 -0.2 -2.8
H 1.1248 1.6936 -0.6905 -2.5 0.4 0.7
H -1.4422 1.5353 -1.6124 -0.5 -0.4 -0.3
H 0.1347 4.1202 -2.7446 0.1 0.9 1.0
H -1.1280 4.5790 -2.1698 -1.0 0.2 0.5
O -0.1998 4.7276 -2.0334 1.0 -1.0 -1.5
H 1.2310 2.4100 2.0386 -0.1 0.3 2.3
H 1.3916 3.3651 3.1229 3.6 7.0 1.4
O 0.9851 2.6177 3.0194 -2.8 -7.0 -3.2
H -2.8717 -1.6559 -0.7845 -0.2 -0.9 -0.5
H -2.9218 -0.3801 -0.0116 0.0 0.4 0.9
O -2.8230 -0.7112 -0.8977 0.2 0.9 -1.4
H -2.9241 -0.7352 2.2878 -0.2 -0.3 0.4
H -2.1467 0.5453 1.8850 1.0 3.2 1.6
O -2.4519 -0.2684 1.6034 -0.8 -2.7 -1.2
H 0.2868 -5.0578 0.3956 -0.9 1.6 -0.9
H 0.1196 -3.7363 1.1182 -0.7 -0.2 -1.9
O -0.0700 -4.1199 0.1754 1.4 -1.2 3.2
H -0.5594 -0.2303 -2.2540 -0.2 -0.8 3.3
H -1.1126 -0.1099 -3.5483 -0.3 0.2 -0.9
O -0.2988 0.0755 -3.0829 -0.1 0.4 -2.4
H 3.4500 3.2125 1.2398 -0.5 -0.4 -0.5
H 2.8874 2.8818 -0.2102 -0.2 0.0 0.9
O 2.7771 2.6810 0.7682 0.7 0.7 -0.1
H 2.0036 0.3064 -1.7769 -0.1 -0.5 0.6
H 1.2940 0.6925 -3.0668 1.6 -0.2 0.7
O 2.2027 0.6989 -2.6212 -1.3 0.8 -1.7
H -2.7819 -3.2114 1.5468 0.5 -1.0 -2.6
H -2.6393 -3.4842 2.9527 0.5 -0.9 1.2
O -2.9402 -2.8154 2.3616 -1.1 1.8 1.6
H -0.3751 -2.4175 -2.5342 0.3 -0.7 0.0
H -0.0666 -3.3934 -1.3936 -0.1 -0.4 0.1
O -0.3638 -3.3744 -2.3248 0.4 1.3 -0.8
H 2.8363 2.3950 -2.3959 0.7 -0.5 0.6
H 4.1901 2.5202 -1.4952 -1.2 0.1 -1.0
O 3.3800 2.9834 -1.8226 0.8 0.3 0.4
H -1.7209 2.7154 1.6201 -0.6 1.5 -1.8
H -0.6054 2.4973 2.6870 -2.4 -1.1 -0.6
O -1.5272 2.1394 2.3176 2.4 -0.2 3.0
H -2.1698 -3.3526 -2.1438 0.2 -0.2 0.5
H -2.2783 -3.5189 -0.6374 0.5 -0.5 0.1
O -2.8136 -3.3531 -1.4152 -1.0 0.0 -0.1
H -0.6545 -1.6073 2.7081 -7.9 5.7 -0.1
H -0.0480 -2.6945 3.4751 -0.2 -0.4 0.4
O 0.0118 -2.1229 2.7110 7.7 -5.9 0.0
```
Positions in Å, forces in eV/Å.

Atomic partial charges in e from the Löwdin method, atoms 1 to 6:
1 C -0.095
2 C -0.293
3 N -0.063
4 C -0.161
5 C -0.236
6 O 0.042


Number 1: maximum force 3.26 eV/A. Number 2: maximum force 9.75 eV/A.